60
Properties=species:S:1:pos:R:3:lowdin_charge:R:1 method="wB97M-V/def2-TZVPD" spin_multiplicity=1 total_charge=0 total_energy_ha=-1742.79073 homo_energy_ev=-9.2 orbital_gap_ev=8.57
Sn -0.82 -2.81 -0.23 1.640
O -0.99 -0.51 -1.04 -0.414
C -0.57 0.27 0.04 -0.315
C 0.81 -0.30 0.37 -0.405
O 0.81 -1.53 0.92 -0.417
H -1.23 0.16 0.92 0.100
H -0.59 1.32 -0.19 0.084
H 1.44 0.37 1.02 0.121
H 1.35 -0.57 -0.53 0.094
O 2.99 1.49 3.77 -0.012
H 2.85 1.79 2.87 0.012
H 2.11 1.42 4.05 0.035
O -1.42 3.56 -0.78 -0.064
H -1.33 3.64 -1.77 0.083
H -0.51 3.74 -0.58 0.023
O 0.33 -0.06 -3.37 -0.079
H -0.33 -0.59 -3.88 0.064
H 0.06 -0.15 -2.43 -0.017
O -2.55 -2.07 1.47 -0.105
H -2.39 -2.19 2.39 0.055
H -2.96 -1.21 1.39 0.026
O 3.21 0.96 -2.04 -0.041
H 2.98 0.03 -2.21 -0.006
H 3.87 0.94 -1.35 0.053
O 3.40 -1.89 0.22 -0.073
H 3.55 -1.56 -0.67 -0.017
H 2.45 -1.59 0.36 -0.012
O -3.79 -0.21 -0.76 -0.081
H -4.65 0.25 -0.90 0.080
H -3.06 0.40 -1.02 0.002
O -0.30 -0.63 3.32 -0.054
H -1.25 -0.41 3.22 -0.022
H -0.05 -0.84 2.43 -0.051
O 2.27 2.56 0.94 -0.021
H 1.75 1.84 0.55 -0.009
H 3.11 2.47 0.53 0.034
O -2.88 -2.75 -1.77 -0.160
H -3.13 -1.86 -1.63 -0.039
H -3.77 -3.00 -2.06 0.077
O -2.33 1.00 -2.65 -0.079
H -1.69 0.59 -2.02 -0.018
H -2.70 1.86 -2.37 0.042
O -3.59 2.49 0.82 -0.039
H -2.63 2.65 0.74 0.029
H -4.02 3.18 0.37 0.017
O 2.97 -1.02 3.04 -0.050
H 2.50 -1.12 2.25 -0.059
H 3.07 -0.06 3.16 -0.023
O 0.91 2.34 -1.78 -0.046
H 0.49 1.67 -1.20 -0.011
H 1.79 2.00 -1.83 -0.034
O -2.72 0.62 3.16 -0.005
H -3.07 0.95 2.34 0.013
H -3.12 1.15 3.81 0.042
O 1.29 -4.27 -0.30 -0.183
H 1.95 -4.59 -0.94 0.076
H 1.67 -4.35 0.57 0.061
O 2.88 -1.68 -2.58 -0.033
H 2.02 -1.87 -3.02 0.077
H 3.53 -2.03 -3.15 0.055